ORCA calculation (ωB97M-V/def2-TZVPD) on an isolated molecule of C5H7N at a distorted geometry.

Atoms and positions in Å:
C 2.202 -1.393 -0.555
C 1.168 -0.788 -0.679
C -0.069 -0.102 -0.537
C -0.079 1.387 -0.718
N -1.065 -0.834 -0.219
C -1.230 -0.408 1.184
H 3.130 -1.906 -0.558
H 0.156 1.467 -1.788
H 0.693 1.922 -0.162
H -1.074 1.817 -0.559
H -0.397 -0.857 1.772
H -1.315 0.656 1.468
H -2.119 -0.961 1.351

The spin multiplicity is 1. As for the molecular weight: 81.12 g/mol. The total energy is -249.29733 Eh. Its charge is 0.